ORCA calculation (ωB97M-V/def2-TZVPD) on a structure of composition C62H148F8N12O26S8 at a distorted geometry.

```
264
Properties=species:S:1:pos:R:3:forces:R:3:lowdin_charge:R:1
C -2.4790 -6.7303 31.6675 -1.5421 -0.1761 -0.2533 0.0115
C -3.1408 -5.3354 31.6161 0.1781 0.3350 -0.1155 -0.3962
C -2.3491 -4.4451 30.6885 0.4169 2.2829 0.9132 -0.1323
C -2.4175 -4.8989 29.2872 3.0754 -0.9823 -0.4801 -0.2040
C -3.7472 -4.6418 28.7404 -1.8055 -0.4479 0.3253 -0.1077
C -4.8196 -5.4470 29.5310 -1.0599 0.3146 -1.9928 -0.3929
N -4.4693 -5.5349 30.9204 -4.0418 -4.1306 4.9579 0.0783
O -5.3561 -6.0903 31.6617 3.6912 2.6580 -3.0883 0.1634
C -4.9616 -6.9262 28.9789 0.6360 0.6569 0.7354 0.0246
C -6.2259 -4.7649 29.4145 -0.7877 -0.1983 0.8663 0.0051
C -3.3798 -4.7990 33.0265 0.1449 0.3833 -0.2561 0.0257
H -2.7167 -7.3175 30.7838 0.4144 0.1736 -0.0778 0.0488
H -2.8991 -7.2642 32.5002 -0.2971 -0.2079 0.3497 0.0613
H -1.4262 -6.6974 31.8331 0.7689 0.3842 -0.1654 0.1068
H -1.3480 -4.2910 31.0993 0.1567 -0.6654 -0.0750 0.1298
H -2.6662 -3.3883 30.6073 -0.5995 -0.3070 0.8305 0.1328
H -2.0428 -5.9303 29.2530 -0.5679 -0.2176 -0.4232 0.1162
H -1.6293 -4.3666 28.7440 -0.3322 0.2601 -0.2493 0.1141
H -3.8345 -4.9562 27.7072 -0.1171 0.3068 -0.2657 0.1260
H -3.9966 -3.5859 28.8780 0.0790 0.0296 -0.4596 0.1267
H -5.7662 -7.4255 29.4945 -0.4207 -0.0556 0.1356 0.0801
H -4.0694 -7.5196 29.1698 0.0066 0.2846 -0.1867 0.0333
H -5.1615 -6.8851 27.9141 -0.0247 0.1767 -0.0941 0.0984
H -6.3448 -3.8883 30.0791 0.6266 -0.1734 -0.8324 0.0505
H -7.0962 -5.3850 29.7358 0.9640 -0.1994 -0.2643 0.0940
H -6.3871 -4.5200 28.3671 0.1885 0.2525 -0.0054 0.0971
H -3.7757 -5.5382 33.7401 -0.0263 0.2702 -0.5029 0.0927
H -4.0396 -3.9195 32.9437 0.3970 -0.2523 0.4078 0.0760
H -2.3807 -4.5143 33.3909 -0.3923 0.1691 0.0529 0.0845
C 0.9534 -4.9765 23.8957 -0.9693 -0.6636 -0.3786 0.0014
C 0.3271 -6.2019 24.5588 0.3918 -0.6001 -0.2971 -0.3848
C -1.1794 -6.4038 24.2197 0.8508 1.8954 -0.7134 -0.1191
C -1.6172 -7.7652 24.4918 -1.3484 -2.1947 1.0863 -0.2019
C -0.8695 -8.7722 23.6412 0.2979 1.1951 -0.9783 -0.0947
C 0.6035 -8.8139 24.0230 0.0305 -0.8070 0.1996 -0.4489
N 1.0902 -7.4327 24.0600 3.4186 1.3168 0.5703 0.0185
O 2.2825 -7.2512 23.8932 -2.4780 -0.2213 0.0390 0.2033
C 1.4865 -9.5593 23.0201 -1.6382 -0.2508 1.5114 0.0274
C 0.8461 -9.3902 25.4705 -0.7307 1.2712 -0.1276 0.0452
C 0.6863 -6.1831 26.0687 -0.6642 0.8590 -0.0263 0.0253
H 0.7487 -4.9904 22.8324 0.1149 0.0846 -0.2627 0.1100
H 1.9739 -4.7153 24.0909 0.6401 -0.5645 0.1914 0.0872
H 0.3912 -4.1945 24.3221 -0.8596 1.2922 0.3046 0.0594
H -1.3549 -6.1755 23.1470 0.2694 0.1167 0.5030 0.1495
H -1.7744 -5.6887 24.7936 0.2047 0.1648 -0.0428 0.1246
H -2.6788 -7.9145 24.2604 0.0851 0.3760 0.1250 0.1386
H -1.5225 -7.9597 25.5756 -0.0683 -0.2288 -0.3328 0.1086
H -0.9524 -8.3489 22.5904 0.1919 -0.8436 0.8574 0.1562
H -1.2806 -9.7732 23.6358 -0.0685 -0.1547 0.1408 0.1403
H 2.4629 -9.3567 23.3421 1.5819 -0.1293 -0.2149 0.0709
H 1.2459 -9.1594 22.0569 0.1926 -0.3683 -0.8368 0.1019
H 1.2617 -10.6129 23.2151 0.0755 0.1179 -0.7829 0.1204
H 1.8695 -9.3400 25.8092 0.4944 -0.1200 -0.3792 0.1069
H 0.4959 -10.3973 25.4206 -0.1473 -0.7412 0.1445 0.1026
H 0.2727 -8.8383 26.2241 -0.1176 -0.5473 -0.2763 0.0524
H -0.0434 -5.4609 26.4809 0.6675 0.0671 -0.0013 0.1008
H 1.7405 -5.8478 26.1656 -0.7494 -0.2296 0.1708 0.1101
H 0.4864 -7.0881 26.6284 0.1905 -0.1313 -0.1278 0.0622
C -1.7103 1.3247 29.3652 1.5186 -1.5080 1.1887 -0.0877
O -1.1945 1.4027 28.0597 0.1292 0.1555 -0.8617 -0.2062
C -1.9738 2.0797 27.1043 -0.2393 0.5889 -0.4168 -0.1886
C -1.0959 2.4154 25.8962 0.1784 0.7090 -0.7942 -0.0936
N -0.3100 1.2198 25.4860 1.2898 -0.2879 0.9429 0.0395
H 0.3207 0.9848 26.2987 -0.2404 0.2864 -1.1963 0.1838
H -0.8962 0.3947 25.4354 -1.0399 -0.5257 -0.0280 0.0950
C 0.4305 1.2907 24.1742 0.3122 0.8981 0.0276 -0.0755
C 1.3866 0.1171 24.0110 1.3552 1.0571 0.2295 -0.1913
O 2.0254 -0.1575 25.2490 -0.2819 0.6980 -0.1048 -0.2002
C 2.6479 -1.4280 25.3059 -0.9536 0.8015 -0.4479 -0.0852
H -2.7485 1.5292 29.5452 -0.6246 0.2714 -0.5560 0.0866
H -1.0876 1.9691 29.9842 -0.2252 0.2111 0.2521 0.0913
H -1.5177 0.2731 29.7181 -0.3380 0.8840 -0.2730 0.0914
H -2.3619 3.0534 27.5044 0.0039 -0.8881 -0.3294 0.1526
H -2.7697 1.4060 26.7388 -0.0966 0.4255 0.3267 0.1344
H -0.4053 3.2730 26.0294 -0.1104 -0.7269 0.3792 0.1485
H -1.6594 2.7064 25.0020 -0.4370 -0.1728 0.4065 0.1415
H 0.9886 2.2710 24.1691 -0.6165 -1.0465 -0.0105 0.1570
H -0.2815 1.2466 23.3215 0.2176 0.2886 0.7684 0.1373
H 2.1687 0.5047 23.3231 -0.4829 -0.5671 -0.0816 0.1512
H 0.9336 -0.7763 23.6310 -0.5149 -0.3447 -0.3423 0.0928
H 3.3885 -1.2584 26.0601 0.5347 -0.7799 0.4728 0.0813
H 3.0698 -1.7490 24.3631 0.5218 0.2470 -0.3207 0.0981
H 1.8491 -2.1240 25.5133 0.0656 -0.7513 0.6396 0.0595
C -7.4661 -9.3609 27.1158 -0.3707 -0.9342 0.6427 -0.0656
O -7.3801 -9.7823 28.4616 0.1062 0.3959 0.6666 -0.2147
C -6.4993 -10.8664 28.6293 -1.2323 0.6864 2.2905 -0.1668
C -6.2312 -10.9077 30.1730 0.3033 -1.5562 -1.8434 -0.0828
N -7.4942 -10.9430 30.9751 0.5607 3.0157 0.1843 0.0722
H -7.8593 -9.9409 30.8651 -0.0190 -1.4093 -0.4065 0.1794
H -8.1981 -11.5959 30.6784 -0.2455 -0.4529 -0.3792 0.1845
C -7.3012 -10.9585 32.4581 1.2063 -1.0025 0.0933 -0.1001
C -8.3140 -10.0470 33.0611 -0.1272 -0.0335 1.4335 -0.2046
O -8.0871 -8.8058 32.4471 0.4509 -0.6018 -0.7415 -0.2109
C -8.7399 -7.6963 32.9842 -1.1566 1.0723 0.4804 -0.0768
H -6.5461 -8.8836 26.7914 0.0923 -0.1200 -0.3248 0.0889
H -8.2878 -8.7046 27.1472 -0.7947 1.2777 -0.4169 0.0749
H -7.8100 -10.2155 26.5349 0.5033 -0.0045 -0.5960 0.1044
H -5.5656 -10.6082 28.2233 1.4327 -0.1801 -0.8863 0.0889
H -6.9792 -11.7183 28.1801 0.2733 -0.8882 -0.0402 0.1339
H -5.7230 -9.9808 30.3565 0.0418 0.3939 0.5772 0.0853
H -5.5331 -11.7374 30.4129 -0.6936 0.3701 0.1203 0.1513
H -6.3319 -10.5022 32.6705 0.1361 -0.2262 -0.2970 0.1182
H -7.2543 -12.0137 32.7780 -0.3575 0.6162 0.1992 0.1480
H -8.1907 -10.0359 34.1831 -0.0977 0.1452 -1.0070 0.1578
H -9.3041 -10.3773 32.8207 -0.9556 -0.2800 0.1301 0.1311
H -9.8697 -7.7547 33.0302 1.1274 -0.4907 0.1203 0.1194
H -8.5510 -6.8530 32.3155 0.3123 -0.0705 0.2366 0.0845
H -8.3115 -7.5030 33.9802 -0.4022 0.2193 -0.2034 0.0998
C -10.0793 -4.7709 27.3892 0.1607 1.1218 1.4979 -0.0289
C -10.8580 -3.7488 28.2178 -1.1176 -1.3712 1.7229 -0.1881
N -11.1896 -2.4080 27.7034 -0.5299 0.4654 -0.4895 -0.2784
C -9.9508 -1.6960 27.3265 1.5748 0.1815 1.1827 0.0183
C -12.0227 -2.5243 26.4447 0.5853 -1.0150 -0.6235 -0.1597
C -13.2108 -3.4580 26.4589 0.0170 -0.4286 -0.2706 -0.0499
C -11.9631 -1.6661 28.8108 0.3914 -0.0745 0.4724 -0.0408
C -11.0705 -1.2215 29.9878 -0.3943 0.0100 0.4512 -0.2063
O -10.7382 0.1261 29.7372 -0.4648 -0.7909 -0.6028 -0.1953
C -9.7618 0.5755 30.6336 0.4940 -0.5566 0.8711 -0.0832
H -9.0859 -4.4284 27.2286 0.9111 0.3232 -0.5231 0.0612
H -10.5517 -5.0375 26.4841 -0.5081 -0.3334 -0.9878 0.0677
H -9.9609 -5.6330 28.0360 -0.2587 -0.2932 -0.0149 0.0895
H -10.4228 -3.5531 29.2085 0.3932 -0.3570 -0.4909 0.1257
H -11.8276 -4.2227 28.4842 0.4110 0.3960 -0.2957 0.1372
H -9.4638 -2.2036 26.5149 0.0018 -0.3965 -0.3873 0.0998
H -9.2355 -1.7288 28.1890 -0.6926 0.2140 -0.7065 0.1268
H -10.0954 -0.6683 27.0248 -0.4930 0.1723 0.1710 0.1251
H -11.3323 -2.9156 25.6648 -0.3235 0.7201 0.4367 0.1426
H -12.3060 -1.5166 26.2681 -0.2733 0.8331 -0.6425 0.1266
H -13.8782 -3.2432 27.2793 -0.3206 -0.1810 0.2499 0.0810
H -12.9067 -4.5209 26.4374 -0.1844 0.5053 0.3123 0.0887
H -13.7789 -3.3189 25.5264 0.2233 0.1853 0.3084 0.1075
H -12.7620 -2.3293 29.0895 -0.0961 -0.5237 0.3615 0.1224
H -12.4837 -0.7728 28.4717 0.4450 0.0838 -0.6999 0.1511
H -10.1386 -1.8442 30.0683 -0.6935 0.4626 0.1424 0.1096
H -11.6217 -1.2872 30.9807 0.4829 -0.2022 -1.1289 0.1616
H -10.2034 0.7518 31.6395 0.3829 -0.4140 -0.3669 0.1102
H -9.4255 1.5251 30.2767 0.3986 0.5041 -0.2767 0.0886
H -8.9300 -0.1793 30.6468 -0.4366 0.8806 0.3707 0.0836
C 1.2023 -2.1708 28.7145 1.1339 -0.8243 -0.0374 -0.0393
C 1.9558 -1.9993 30.0276 -1.7561 0.4786 0.1267 -0.1733
N 3.2177 -2.7609 30.2213 -0.3929 0.0559 1.4106 -0.2654
C 2.9762 -4.1666 29.8916 -0.7034 -0.9970 -0.7407 0.0101
C 4.2092 -2.1149 29.3586 3.0330 -1.1753 0.0714 -0.1452
C 5.6538 -2.7745 29.2775 -1.3396 -0.2500 0.2648 -0.0228
C 3.6275 -2.5535 31.7062 0.8628 1.0602 -0.1557 -0.0628
C 3.0781 -3.4858 32.7077 -0.0377 -1.4533 0.1213 -0.2519
O 1.6995 -3.3515 32.7323 -1.1380 -0.6082 0.9070 -0.1958
C 0.9068 -4.3897 33.4125 0.7556 0.6850 -0.3951 -0.0406
H 0.3616 -1.5220 28.8107 -0.7273 0.5022 -0.2341 0.0719
H 0.8216 -3.2042 28.6160 0.1290 0.5346 -0.1722 0.0798
H 1.8042 -1.8802 27.8438 -0.3990 -0.1523 0.1064 0.0596
H 1.2271 -2.2962 30.7938 0.6998 0.1229 0.2165 0.1347
H 2.2207 -0.9511 30.1693 -0.0914 -0.0501 0.0901 0.1412
H 3.8307 -4.8102 30.0616 0.2209 0.1906 0.2278 0.1155
H 2.7116 -4.2352 28.8228 0.2857 0.1290 0.4218 0.1092
H 2.1015 -4.5349 30.4486 0.4302 0.2245 0.0055 0.1178
H 4.3328 -1.1242 29.7705 -0.0170 0.3910 -0.2399 0.1376
H 3.8836 -2.1083 28.3317 -0.5913 0.2194 -0.1253 0.1073
H 6.2465 -2.8896 30.1814 -0.1615 0.6993 0.2099 0.0809
H 6.1163 -2.1518 28.5519 0.9458 0.7303 -0.2765 0.0733
H 5.7328 -3.7580 28.8292 -0.7524 -0.3375 -0.2172 0.0750
H 3.3873 -1.5176 32.0105 -0.1362 -0.3893 -0.6220 0.1612
H 4.7056 -2.6438 31.8123 0.1763 -0.0047 -0.5768 0.1345
H 3.6088 -3.2808 33.6519 -0.4079 0.1813 0.0393 0.1554
H 3.3985 -4.5095 32.4463 -0.2145 -0.0662 0.0803 0.1328
H 1.2290 -4.6583 34.4248 0.2705 0.5136 -0.1151 0.0993
H 0.9739 -5.2969 32.8155 -0.2303 -0.2051 -0.2113 0.0790
H -0.0966 -3.9722 33.4875 0.1732 -0.1986 -0.1420 0.0372
C -1.9938 -9.1305 34.6290 0.7503 0.0350 2.8763 -0.0277
C -2.4375 -9.3236 36.1101 2.1066 2.0397 -0.8493 -0.1676
N -3.6975 -10.0303 36.2416 -0.1515 1.2911 -0.1578 -0.3090
C -3.8809 -10.2561 37.6631 -0.2778 0.6963 1.0601 0.0242
C -4.7984 -9.1498 35.7256 -1.1173 0.1815 0.5033 -0.1498
C -4.8829 -7.7438 36.2910 0.1416 0.6762 -0.5600 -0.0317
C -3.5621 -11.2334 35.4432 -0.4139 -1.0429 -1.0042 -0.1185
C -4.4788 -12.3336 35.8421 -0.5175 -1.7107 -1.6833 -0.1827
O -5.8463 -12.0819 35.4909 1.0781 1.6990 0.6241 -0.2191
C -6.7403 -13.1562 35.6317 0.0107 -0.4432 -0.6764 -0.0891
H -1.0896 -8.5884 34.7854 0.6841 0.9739 -0.2593 0.0930
H -2.6972 -8.5421 34.1277 -0.8454 0.6054 -1.1171 0.0362
H -1.6366 -10.0001 34.1334 -0.3993 -0.8546 -0.5341 0.0740
H -2.5155 -8.3232 36.6224 -0.0319 -0.9408 -0.6451 0.1301
H -1.6343 -9.8430 36.6389 -0.3509 -0.3179 0.0725 0.1489
H -3.1483 -10.9548 37.9980 0.6551 -0.3923 0.3226 0.1182
H -4.8573 -10.6558 37.8917 -0.3377 0.1494 -0.0128 0.1239
H -3.7009 -9.2703 38.1215 -0.2826 -0.7137 0.2502 0.1250
H -5.7014 -9.6322 36.0362 -0.5240 -0.6076 0.3821 0.1144
H -4.8888 -9.2243 34.6527 0.7489 0.2974 -0.4280 0.1177
H -4.2022 -6.9810 35.8808 0.1032 -0.5305 0.2284 0.0732
H -4.8647 -7.6975 37.3777 0.1495 -0.0625 -0.0112 0.0943
H -5.8679 -7.3841 36.0101 -0.2674 0.0399 -0.0192 0.0883
H -2.5154 -11.5940 35.5835 -0.8409 0.1830 -0.4473 0.1737
H -3.8272 -10.9366 34.4167 0.7814 -0.2939 0.1776 0.1267
H -4.2936 -12.5357 36.8811 -0.5174 -0.6169 0.6228 0.1185
H -4.1418 -13.2055 35.2121 -0.1510 0.4350 0.8497 0.1609
H -6.6460 -13.6295 36.6081 0.1139 -0.3450 -0.1054 0.0991
H -6.5298 -13.8329 34.7682 -0.4692 -0.1150 0.8888 0.1056
H -7.7628 -12.7552 35.5739 0.3623 -0.1023 -0.1487 0.0935
C -3.4516 -0.2076 33.8754 -0.5390 -0.8218 -0.0345 -0.0566
C -4.5062 -0.1928 34.9496 -0.8712 -0.2686 0.8686 -0.1582
N -4.6892 1.0941 35.7085 -1.8155 0.0999 -1.7375 -0.2893
C -5.2930 2.0522 34.7426 0.4538 2.1819 0.2241 0.0257
C -5.6824 0.9525 36.8098 -0.5572 0.5436 0.1948 -0.1804
C -5.2490 0.1500 37.9792 0.7893 -0.6604 0.5007 -0.0447
C -3.4293 1.5727 36.1902 0.8554 1.1295 0.8801 -0.1201
C -3.4458 2.9264 36.8778 -0.2620 0.4441 -1.6934 -0.1512
O -3.3425 3.9766 35.8595 -0.0763 -2.8006 0.6535 -0.1975
C -3.1788 5.1994 36.4649 -0.1007 1.6571 -0.1869 -0.1230
H -3.7830 0.3174 32.9993 0.2248 0.6025 -0.2981 0.0499
H -3.3698 -1.2496 33.5520 -0.0221 -0.0196 0.1021 0.0826
H -2.4639 0.0381 34.2372 0.1061 0.2320 -0.0910 0.0641
H -4.2721 -0.9104 35.7202 0.1133 -0.4634 0.0101 0.0996
H -5.5418 -0.3339 34.6252 0.4426 -0.6075 -0.5346 0.1198
H -4.6335 2.0990 33.8939 -0.1496 -0.2500 -0.6059 0.1060
H -5.2278 3.0861 35.1425 -0.1027 -0.7734 0.0983 0.1155
H -6.3405 1.8890 34.4985 0.2404 -0.7302 -0.0123 0.1236
H -6.6283 0.5292 36.4381 0.4987 0.2256 -0.3952 0.1513
H -5.8672 1.9842 37.1047 -0.3211 -0.0820 0.0588 0.1271
H -6.0926 0.1365 38.6537 -0.2182 -0.2912 0.2573 0.0955
H -4.4117 0.5758 38.5541 -0.2345 -0.1466 -0.3183 0.0982
H -4.9973 -0.8738 37.6620 -0.0791 0.2385 0.4490 0.0955
H -2.7333 1.7039 35.3510 -0.1643 -0.3909 0.3812 0.1537
H -3.0999 0.8430 36.9292 0.4365 -0.1383 -0.4621 0.1265
H -2.5940 2.7752 37.4943 1.2675 1.0517 0.6451 0.1264
H -4.2687 3.1722 37.5451 -0.2836 -0.2103 -0.0138 0.1271
H -3.3928 5.9863 35.7151 0.4927 -0.3843 0.3541 0.1097
H -2.1757 5.2736 36.8814 0.0767 0.3983 0.1046 0.0990
H -3.9258 5.3282 37.2351 -0.1705 0.2051 0.5913 0.0863
N -5.6235 -2.3824 31.6508 0.0456 -4.7437 3.5810 -0.3312
S -5.5318 -1.0564 30.9627 -2.2284 3.2585 -2.8417 0.4950
O -5.8720 0.1128 31.7653 1.6313 -1.3679 -0.8879 -0.2808
O -6.2339 -1.1466 29.6824 1.4472 0.4524 1.0392 -0.3093
F -3.9396 -1.1203 30.5912 -1.3878 0.5837 0.5313 -0.2026
S -6.8491 -2.8452 32.5875 1.9900 1.2285 1.0182 0.5309
O -7.1313 -4.2295 32.6296 0.5641 -0.9404 -0.7375 -0.2683
O -7.8908 -1.9404 32.3546 -1.9052 1.0589 0.4511 -0.2581
F -6.3219 -2.6456 34.1594 -0.3315 0.3210 -2.1195 -0.2017
N -1.2497 -3.8566 35.7791 -0.3168 0.6833 0.4897 -0.3048
S -2.2163 -4.4297 36.9707 -0.3544 1.2129 -4.8667 0.4632
O -1.8855 -5.7927 37.1452 0.1194 -0.8754 0.8994 -0.2790
O -3.5748 -4.0834 36.6420 0.2984 -0.3964 1.2575 -0.2975
F -1.7254 -3.5816 38.1243 -0.0192 0.0731 2.0518 -0.1128
S -1.0962 -2.2670 35.6967 -1.6960 -0.4569 -1.0395 0.4967
O -2.1025 -1.5390 36.4782 1.6329 -0.4801 -1.3970 -0.3094
O -0.7362 -1.8480 34.3502 -1.1389 -0.4132 0.8936 -0.3143
F 0.2495 -2.0518 36.3830 1.3283 0.4492 1.5238 -0.1355
N -2.3110 -1.0209 25.0671 1.3576 0.7154 -1.7001 -0.3280
S -2.2000 -2.2956 25.9660 0.1814 4.6351 2.6717 0.4657
O -3.0481 -3.2828 25.4863 -0.1868 -3.6635 -0.7899 -0.2353
O -2.3349 -1.8821 27.3442 0.3806 -0.7154 -0.8775 -0.2852
F -0.5860 -2.5147 25.8882 -0.5012 -1.3240 -0.3675 -0.2209
S -2.3581 -1.1641 23.4432 -3.3297 1.1125 -1.8043 0.6265
O -3.4433 -2.0053 22.9687 1.8471 0.8700 0.9268 -0.2712
O -1.1465 -1.1371 22.6411 -0.8538 0.0857 1.9235 -0.2858
F -2.9994 0.3889 23.2629 1.3411 -1.8572 0.2634 -0.2333
N -3.3963 -9.6049 29.6856 -1.2222 0.2466 0.6609 -0.3197
S -2.4630 -9.6113 28.4051 3.3442 0.0867 2.2784 0.4931
O -1.9661 -10.8772 27.9773 -0.6399 0.0389 -0.1427 -0.2555
O -1.4151 -8.5877 28.5596 -2.1430 -0.5140 -1.2810 -0.3114
F -3.5502 -9.2341 27.3531 -0.1130 0.7100 -0.2313 -0.1599
S -2.8487 -9.9310 31.1518 2.4971 -0.8464 -4.7857 0.4481
O -3.7885 -9.8628 32.1748 -2.6697 0.0255 1.5465 -0.2566
O -1.5860 -9.3434 31.3698 1.0239 -0.0325 0.7181 -0.2485
F -2.5950 -11.4618 30.8538 0.0733 -0.2829 1.1174 -0.1525
```
Forces are in eV/Å.

HOMO ... -15.12 eV
HOMO-LUMO gap ... 5.91 eV
Energy ... -246186.726 eV
Charge ... +4